1.
C49H96N4O44 | ωB97M-V/def2-TZVPD

```
193
Properties=species:S:1:pos:R:3
C -2.3487 0.7668 -1.4694
C -2.1515 -0.2087 -0.3349
O -0.7243 -0.7328 -0.3781
C -0.5336 -1.7832 0.3285
O -1.2817 -2.5878 0.9078
O 0.7810 -1.9276 0.4244
C 1.2642 -3.0844 1.1747
H -3.4455 0.9728 -1.4638
H -2.2377 0.2137 -2.4244
H -1.8700 1.7265 -1.4854
H -2.7907 -1.0958 -0.4831
H -2.2597 0.1658 0.6559
H 2.3363 -3.2885 0.9404
H 0.7321 -3.8924 0.6933
H 1.0360 -2.9513 2.2364
C -0.3090 -3.7985 -2.3220
C -0.1858 -3.6876 -3.8321
O 0.1428 -2.3006 -4.0530
C 0.2521 -1.8435 -5.2565
O 0.2699 -2.4848 -6.2471
O 0.4130 -0.5019 -5.1957
C 0.3753 0.1767 -6.4392
H 0.6146 -3.4654 -1.8748
H -0.5639 -4.8324 -2.0792
H -1.1172 -3.0773 -2.0168
H -1.0712 -4.0520 -4.3239
H 0.5752 -4.3501 -4.2016
H 1.3984 0.5478 -6.4571
H -0.4002 0.9001 -6.3613
H 0.1843 -0.6058 -7.2173
C 8.1858 -4.6040 2.4477
C 7.7227 -4.0339 1.1678
O 6.3508 -3.4499 1.5407
C 6.2072 -2.1910 1.2768
O 7.0628 -1.3703 1.0938
O 4.8389 -2.0189 1.2956
C 4.4543 -0.6573 1.0355
H 8.5482 -3.8227 3.0967
H 8.9604 -5.3548 2.3130
H 7.3430 -5.2015 2.9455
H 7.4514 -4.7954 0.4216
H 8.3567 -3.2803 0.7238
H 4.8980 -0.0362 1.7785
H 3.3191 -0.6137 1.0777
H 4.7292 -0.2600 0.0804
C -3.2733 -0.7127 3.6671
C -4.6468 -1.2472 3.8717
O -4.6524 -1.8131 5.2429
C -5.7475 -2.4198 5.4918
O -6.6902 -2.6037 4.7877
O -5.6807 -2.8484 6.7913
C -6.8485 -3.3462 7.3559
H -3.3069 -0.0967 2.7673
H -2.5944 -1.5425 3.3996
H -2.8587 -0.1151 4.4892
H -4.9342 -2.0005 3.1355
H -5.3557 -0.4301 3.7581
H -6.8183 -3.3338 8.4206
H -7.0531 -4.4020 7.1834
H -7.7314 -2.7806 6.9066
C 1.6537 2.0317 0.6538
C 3.0224 2.6808 0.7837
O 3.3986 2.7683 2.1183
C 3.9257 3.8889 2.5287
O 4.1810 4.8366 1.8408
O 4.1563 3.7875 3.8800
C 5.0364 4.7575 4.4235
H 1.6245 0.9608 0.8143
H 1.2876 2.1743 -0.3868
H 0.9102 2.5101 1.2897
H 3.0547 3.6770 0.2835
H 3.7460 2.0480 0.2402
H 4.6633 5.7577 4.2334
H 6.0144 4.6622 3.9739
H 5.1558 4.5651 5.4475
C 0.0383 2.4767 -3.8727
C -0.6166 3.8328 -4.1083
O 0.2965 4.9236 -3.9225
C 1.2263 5.1179 -4.8580
O 1.2742 4.4613 -5.8470
O 2.0276 6.1086 -4.5784
C 3.0578 6.2838 -5.6330
H -0.6711 1.6564 -3.9217
H 0.5534 2.4246 -2.9516
H 0.8387 2.2876 -4.6174
H -1.4259 3.8507 -3.4001
H -1.0631 3.9299 -5.1156
H 3.5487 7.2355 -5.3128
H 2.6520 6.3225 -6.6371
H 3.7342 5.4801 -5.4435
C -4.4258 -2.5415 -5.4600
C -3.1813 -1.9868 -4.7668
O -3.5389 -0.6735 -4.3302
C -3.1996 0.3276 -5.0719
O -2.7006 0.2123 -6.2384
O -3.4784 1.5065 -4.5655
C -3.5872 2.5916 -5.5456
H -4.6678 -1.8717 -6.2689
H -5.2497 -2.4760 -4.7464
H -4.3572 -3.5610 -5.7628
H -2.3220 -1.8640 -5.4830
H -2.9800 -2.4585 -3.8439
H -4.1808 3.3987 -5.1277
H -4.0812 2.2559 -6.3829
H -2.6125 2.9331 -5.8084
C 5.0557 -4.0101 4.5287
C 4.2157 -3.8996 5.7989
O 5.1149 -3.3630 6.8028
C 4.8375 -2.1587 7.2452
O 3.9371 -1.4287 6.9099
O 5.7368 -1.7700 8.1377
C 5.5085 -0.4791 8.7023
H 4.4528 -4.4659 3.6711
H 5.9638 -4.5956 4.7102
H 5.3720 -3.0152 4.2254
H 4.0507 -4.9214 6.1137
H 3.2831 -3.3224 5.6562
H 4.6327 -0.4976 9.3585
H 5.3503 0.2160 7.9088
H 6.3925 -0.2611 9.3290
C -7.0076 7.3866 -3.9832
C -6.5583 6.1542 -4.7200
O -5.1333 6.0545 -4.4091
C -4.9335 5.3397 -3.3171
O -5.8238 4.7865 -2.6968
O -3.6546 5.3922 -2.9487
C -3.3841 4.8348 -1.6048
H -6.3811 8.2070 -4.2679
H -7.0012 7.2729 -2.8779
H -8.0641 7.7369 -4.2683
H -6.5459 6.2030 -5.8288
H -6.9949 5.2632 -4.3154
H -3.6851 3.7588 -1.6308
H -4.0319 5.3506 -0.9302
H -2.3077 5.0218 -1.4546
C 2.3410 0.9667 5.1079
C 3.1324 0.2400 3.9910
O 2.2571 -0.7844 3.5393
C 1.0513 -0.5704 4.0075
O 0.0722 -1.2211 3.6625
O 1.0468 0.3670 4.9681
H 2.2982 2.0083 4.8920
H 2.7473 0.8227 6.1056
H 3.9932 -0.2983 4.3395
H 3.3841 0.7883 3.0817
C -0.5408 -3.0633 5.7863
C -1.2365 -3.6677 4.5863
O -0.4911 -4.8656 4.2170
C 0.7468 -4.6485 4.7234
O 1.7079 -5.2597 4.3737
O 0.7868 -3.6554 5.5703
H -0.8771 -3.4397 6.7555
H -0.3914 -1.9686 5.8455
H -1.3582 -3.0395 3.6792
H -2.2452 -3.9841 4.7979
C 4.8802 -1.4392 -5.6669
C 3.6076 -2.0469 -6.1114
O 3.3534 -3.0741 -5.1067
C 4.1195 -2.8220 -4.0420
O 4.1275 -3.4355 -3.0204
O 5.0241 -1.8265 -4.2826
H 4.8559 -0.3487 -5.7176
H 5.7427 -1.7053 -6.2513
H 3.5669 -2.5733 -7.0784
H 2.7045 -1.3620 -6.0788
C -6.7611 2.8390 0.0240
N -5.7465 2.1421 0.8350
O -6.1411 1.5279 1.7935
O -4.6072 2.0774 0.3811
H -7.1490 2.1288 -0.7475
H -6.3440 3.6842 -0.4949
H -7.5877 3.0804 0.7574
C 2.1976 -0.2874 -2.1916
N 2.9088 0.8051 -2.8964
O 3.2392 0.6351 -4.0654
O 3.1914 1.7981 -2.2735
H 2.7534 -0.5023 -1.2568
H 2.3790 -1.1796 -2.8134
H 1.1216 -0.0516 -2.0399
C -4.2580 -4.5862 -0.3805
N -4.0058 -3.7024 -1.5772
O -3.6761 -4.2311 -2.6049
O -4.1824 -2.5457 -1.4166
H -3.3862 -4.2527 0.2333
H -4.2964 -5.6747 -0.6315
H -5.1471 -4.1659 0.0527
C -2.3141 3.1049 2.9412
N -2.7526 4.0715 1.9143
O -1.9868 4.3714 1.0117
O -3.8305 4.5504 2.0680
H -2.9935 2.2353 2.9444
H -2.1891 3.6652 3.8422
H -1.2990 2.7527 2.5610
```

Calculated values
Orbital gap, eV: 10.23
LUMO, eV: -0.17
E, Ha: -5453.92753

Atom charges from the Löwdin analysis, given in e for atoms 1 to 6: -0.048, -0.113, 0.041, -0.670, 0.069, -0.043

=====

2.
H24O12 | ωB97M-V/def2-TZVPD

```
36
Properties=species:S:1:pos:R:3
O 1.8115 3.2977 1.8628
H 1.3545 3.1697 2.6858
H 1.1825 2.8117 1.3068
O -1.8355 -2.9593 -0.9192
H -0.9215 -3.0143 -1.2262
H -2.0925 -3.8503 -1.0792
O -3.0335 2.2297 -0.5902
H -2.6425 1.5007 -1.0872
H -2.9945 3.0397 -1.0902
O -1.6855 0.2677 -2.3692
H -2.2665 -0.5153 -2.5292
H -1.1225 0.0217 -1.5822
O 0.5295 -2.6463 1.4568
H 0.1465 -2.3793 2.2788
H 1.4295 -2.9483 1.6588
O 2.3445 0.7997 0.1148
H 3.0995 1.3637 0.3378
H 2.5195 0.2577 -0.6442
O 1.0405 -3.2993 -1.1462
H 1.1885 -4.2423 -1.0402
H 0.9785 -2.9943 -0.2392
O -0.4235 -0.2303 -0.2602
H -0.0615 0.6427 -0.0182
H -0.0795 -0.6813 0.5338
O -0.3815 2.5267 0.3448
H -0.3715 2.9757 -0.4982
H -1.3245 2.4087 0.4838
O 1.2835 1.7637 -2.6242
H 1.4855 2.4677 -3.2282
H 1.3765 2.0567 -1.7332
O 1.8225 0.2307 2.7078
H 2.6545 0.4787 3.0688
H 1.9305 0.4567 1.7898
O -2.5865 -1.8153 1.3288
H -2.2615 -2.2223 0.5068
H -2.0935 -0.9693 1.4368
```

Calculated values
SMILES string: O.O.O.O.O.O.O.O.O.O.O.O
Orbital gap, eV: 10.36
LUMO, eV: 0.05
E, Ha: -917.27005
ΔE to the lowest compared entry with this formula, charge and spin, kcal per mole: 34.70

Atom charges from the Löwdin analysis, given in e for atoms 1 to 6: -0.068, 0.027, -0.024, -0.027, 0.025, 0.052

=====

3.
C26H50NP3STi | ωB97M-V/def2-TZVPD

```
82
Properties=species:S:1:pos:R:3
Ti 0.5443 -0.4973 0.0321
P -0.5514 1.5645 0.9733
P -2.3163 -1.0028 -1.0973
P 2.6489 0.8202 -0.2081
H 0.4692 -2.1618 -7.4112
C 1.4724 -2.4137 -7.0406
C 1.7483 -3.4412 -6.2219
H 0.9976 -4.0319 -5.6850
C -1.0594 2.7554 -0.3217
C -2.0735 1.4492 1.9910
C 0.4507 2.6634 2.0665
C -2.7193 -2.2963 -2.2810
C -2.7644 -1.6669 0.5019
C -3.3996 0.3584 -1.5493
C 3.8602 0.1206 -1.3911
C 3.7124 0.9906 1.2672
C 2.5987 2.5483 -0.8445
H 2.3006 -1.8078 -7.4312
H 2.7944 -3.7781 -6.1498
H -1.5711 3.6104 0.1411
H -1.7529 2.2812 -1.0247
H -0.1861 3.1286 -0.8708
H -2.2599 2.4133 2.4841
H -1.9723 0.6883 2.7723
H -2.9557 1.1968 1.3932
H -0.2059 3.4175 2.5260
H 1.2246 3.1880 1.4984
H 0.9539 2.1107 2.8687
H -3.7360 -2.1634 -2.6938
H -2.6361 -3.2806 -1.7964
H -2.0002 -2.2145 -3.1047
H -3.8063 -1.3930 0.7257
H -2.1012 -1.2856 1.2914
H -2.6830 -2.7599 0.4455
H -4.2988 -0.0507 -2.0405
H -2.8880 1.0126 -2.2685
H -3.7043 0.9157 -0.6527
H 4.7430 0.7693 -1.4017
H 3.4487 0.0806 -2.4053
H 4.1645 -0.8854 -1.0842
H 4.6570 1.4694 0.9748
H 3.9565 0.0001 1.6776
H 3.2429 1.6120 2.0418
H 3.6116 2.8570 -1.1475
H 2.2466 3.2467 -0.0796
H 1.9334 2.6190 -1.7150
C 0.6065 -1.3020 -3.3158
C 0.5775 0.0468 -3.6807
C -0.1974 0.4445 -4.7636
C -1.0106 -0.4658 -5.4490
C -0.8803 -1.8328 -5.1627
C -0.0457 -2.2470 -4.1196
S 1.3912 -1.8174 -1.8582
H -0.8532 -0.6748 -1.3161
H 1.1633 0.7439 -3.0844
H -0.1527 1.4904 -5.0504
H -1.7274 -0.1272 -6.2056
H -1.4163 -2.5776 -5.7700
H 0.1465 -3.2886 -3.8707
C 2.3833 0.5811 4.9120
N 1.9885 -0.4567 3.9140
C 2.7190 -1.7459 4.1559
C 0.4730 -0.5925 3.8197
C 0.1063 -1.7881 3.0166
C -0.4622 -2.8430 3.7334
C -0.6920 -4.0698 3.1190
C -0.3660 -4.2376 1.7762
C 0.2068 -3.1797 1.0616
C 0.3773 -1.9062 1.6329
H 2.0698 0.2754 5.9168
H 1.8933 1.5300 4.6741
H 3.4715 0.7124 4.8838
H 2.2970 -0.1381 2.9728
H 2.3600 -2.2231 5.0776
H 2.5693 -2.4109 3.2974
H 3.7917 -1.5153 4.2440
H 0.0861 -0.6198 4.8470
H 0.0956 0.3311 3.3708
H -0.7198 -2.6991 4.7879
H -1.0942 -4.9051 3.6937
H -0.5308 -5.2061 1.2949
H 0.5006 -3.3557 0.0238
```

Calculated values
Orbital gap (spin up / spin down), eV: 3.66 / 3.67
LUMO (spin up / spin down), eV: -13.84 / -13.83
E, Ha: -3345.58545
Charge: +4

Atom charges from the Löwdin analysis, given in e for atoms 1 to 6: 0.474, 0.776, 0.925, 0.760, 0.057, -0.056